50
Properties=species:S:1:pos:R:3:lowdin_charge:R:1 method="wB97M-V/def2-TZVPD" lumo_energy_ev="-3.44 / -8.50" charge=+1 energy_ha=-1241.6529 spin_multiplicity=2
C 3.22 -0.26 0.94 0.0412
C 1.94 0.15 0.26 -0.4291
N 1.82 -0.29 -1.12 0.0400
C 2.96 -0.11 -2.00 0.0275
C 0.56 -0.04 -1.75 -0.1142
C 0.23 -1.20 -2.74 -0.1831
O 0.07 -1.03 -3.89 0.1712
O 0.96 0.52 0.85 0.1363
H 3.07 -0.24 2.01 0.1079
H 3.50 -1.26 0.60 0.0940
H 3.96 0.51 0.75 0.0941
H 3.26 -1.09 -2.38 0.1394
H 3.72 0.48 -1.49 0.1034
H 2.74 0.41 -2.93 0.1289
H -0.34 0.02 -1.14 0.0823
H 0.58 0.92 -2.27 0.1574
H 0.15 -2.17 -2.22 0.1342
H -2.49 -0.87 -0.23 0.0277
H -2.78 -1.56 -1.67 0.1068
O -2.21 -0.97 -1.17 -0.0580
H -0.36 0.67 3.03 0.0291
H -1.54 1.62 2.85 0.0142
O -1.30 0.76 3.25 -0.0606
H -2.48 1.78 -2.57 0.0800
H -2.20 0.59 -1.56 -0.0247
O -2.02 1.52 -1.77 -0.0466
H 1.28 -2.98 -0.59 -0.0013
H 0.34 -3.75 0.27 0.0395
O 1.17 -3.86 -0.21 -0.0329
H 3.03 2.94 0.50 0.0789
H 1.92 2.65 -0.53 0.0212
O 2.84 2.41 -0.28 -0.0441
H -3.05 3.16 1.82 0.0765
H -2.68 1.95 1.16 0.0080
O -2.24 2.67 1.63 -0.0406
H 2.06 -3.70 2.46 0.0371
H 2.57 -3.38 1.21 -0.0097
O 2.94 -3.46 2.12 -0.0668
H -2.64 0.34 1.74 0.0141
H -2.60 -1.12 1.65 0.0614
O -3.11 -0.38 1.28 -0.0493
H -0.56 -1.53 0.24 0.0048
H -0.33 -1.32 1.71 0.0491
O -0.66 -1.99 1.08 -0.0259
H -0.53 2.64 -1.34 0.0341
H -0.34 2.59 0.11 0.0282
O 0.13 2.88 -0.67 -0.0449
H -4.74 0.99 0.35 0.0382
H -4.99 1.59 1.80 0.0615
O -4.80 1.79 0.88 -0.0367